w) # C7H16NS

2 unconnected molecules or ions with the total composition C7H16NS (wB97M-V/def2-TZVPD, the Open Molecules 2025 dataset).

Structure (XYZ):
```
25
C7H16NS (wB97M-V/def2-TZVPD)
C 3.506 1.524 -0.330
C 2.353 2.052 0.418
C 2.625 0.542 0.435
C -4.155 -0.978 0.548
C 0.846 -0.068 -1.244
C -2.822 -0.378 0.459
C 1.712 -0.400 -0.126
N -1.857 -0.963 -0.586
S 1.763 -1.976 0.485
H 3.263 1.415 -1.432
H 4.511 1.627 -0.062
H 2.479 2.588 1.360
H 1.561 2.445 -0.079
H 3.105 0.297 1.363
H -4.456 -0.642 1.498
H -4.830 -0.789 -0.221
H -3.971 -2.110 0.748
H -0.314 -0.235 -0.897
H 0.858 -0.761 -2.094
H 0.657 0.937 -1.457
H -2.275 -0.591 1.454
H -3.081 0.720 0.334
H -2.321 -0.780 -1.530
H -1.920 -1.935 -0.423
H 2.761 -1.541 1.379
```

Summary:
LUMO (Ha): -0.1754
Total charge: +1
Kohn-Sham gap (eV): 8.357

Löwdin atomic charge list, values in e, 2 entries: C -0.034; C -0.059


x) # C7H16NS

2 unconnected molecules or ions with the total composition C7H16NS (wB97M-V/def2-TZVPD, the Open Molecules 2025 dataset).

Structure (XYZ):
```
25
C7H16NS (wB97M-V/def2-TZVPD)
C 0.679 -1.635 0.509
C -1.510 -2.740 -0.426
C -0.375 0.392 -1.328
C 1.056 2.379 -0.745
C -0.238 2.427 1.689
C -0.388 -2.592 0.605
C 0.149 1.308 -0.270
N -0.366 1.261 0.867
S 2.039 -2.052 -0.420
H -1.944 -1.769 -0.393
H -2.305 -3.484 -0.007
H -1.190 -3.133 -1.366
H -1.115 -0.279 -0.928
H 0.341 -0.117 -1.941
H -0.866 1.136 -1.995
H 2.045 2.409 -0.272
H 1.097 2.388 -1.934
H 0.752 3.475 -0.526
H -0.289 3.261 1.023
H -1.082 2.540 2.434
H 0.719 2.417 2.337
H -0.795 -2.114 1.501
H -0.035 -3.614 0.777
H 2.804 -0.951 -0.336
H 0.817 -0.910 1.143
```

Summary:
LUMO (Ha): -0.2315
Total charge: +1
Kohn-Sham gap (eV): 6.470

Löwdin atomic charge list, values in e, 2 entries: C -0.352; C -0.047


According to the calculations, the structures order from most to least stable as w), x).


w) # C6H8Si

2 unconnected molecules or ions with the total composition C6H8Si (wB97M-V/def2-TZVPD, the Open Molecules 2025 dataset).

Structure (XYZ):
```
15
C6H8Si (wB97M-V/def2-TZVPD)
C 2.498 -0.372 -0.292
C 1.525 -1.227 -0.116
C -2.384 -0.405 -0.896
C -3.242 -0.617 -0.087
C 1.273 -0.089 -1.117
C 0.132 1.267 1.187
Si 0.207 1.428 -0.702
H 3.306 0.097 0.242
H 0.772 -1.839 0.341
H -2.076 -0.306 -1.917
H -3.721 -0.832 0.875
H 1.077 -0.500 -2.068
H -0.373 0.206 1.433
H 1.184 1.007 1.356
H -0.177 2.181 1.762
```

Summary:
LUMO (Ha): -0.0040
Kohn-Sham gap (eV): 7.411

Löwdin atomic charge list, values in e, 2 entries: C -0.089; C -0.059


x) # C6H8Si

C6H8Si in the gas phase (wB97M-V/def2-TZVPD, the Open Molecules 2025 dataset).

Structure (XYZ):
```
15
C6H8Si (wB97M-V/def2-TZVPD)
C 1.691 0.394 -0.662
C 1.208 -0.886 -0.598
C -0.578 1.400 -0.768
C 0.619 1.212 -0.052
C 0.516 0.745 1.311
C -0.017 -0.987 0.250
Si -1.661 -0.046 -0.287
H 2.474 0.834 -1.163
H 1.429 -1.856 -0.924
H -0.545 1.970 -1.606
H 1.510 0.483 1.891
H -0.299 1.013 1.893
H -0.192 -1.855 0.895
H -2.243 -0.152 0.957
H -2.582 -0.760 -1.198
```

Summary:
LUMO (alpha / beta) (Ha): -0.0097 / -0.0105
Kohn-Sham gap (alpha / beta) (eV): 7.145 / 7.042

Löwdin atomic charge list, values in e, 2 entries: C -0.060; C -0.125


According to the calculations, the structures order from most to least stable as x), w).


w) # C4H12O3

3 unconnected molecules or ions with the total composition C4H12O3 (wB97M-V/def2-TZVPD, the Open Molecules 2025 dataset).

Structure (XYZ):
```
19
C4H12O3 (wB97M-V/def2-TZVPD)
O -1.715 -0.696 0.999
C -1.969 -0.403 -0.117
C -0.757 0.018 -1.018
C -0.274 -1.337 -1.573
C 0.724 -2.033 -0.661
H -2.949 -0.304 -0.575
H -1.164 0.732 -1.741
H 0.051 0.554 -0.553
H -1.111 -1.956 -1.876
H 0.239 -1.075 -2.510
H 0.409 -3.036 -0.359
H 0.807 -1.578 0.335
H 1.719 -2.062 -1.094
H 3.178 2.562 0.823
H 3.388 1.376 -0.087
O 2.764 1.718 0.574
H -0.406 1.326 1.798
H 0.873 1.782 1.015
O 0.132 2.089 1.558
```

Summary:
LUMO (alpha / beta) (Ha): -0.2113 / -0.3495
Total charge: +1
Kohn-Sham gap (alpha / beta) (eV): 8.795 / 5.031
⟨S²⟩: 0.76
Multiplicity: 2

Löwdin atomic charge list, values in e, 2 entries: O 0.342; C -0.033


x) # C4H12O3

4 unconnected molecules or ions with the total composition C4H12O3 (wB97M-V/def2-TZVPD, the Open Molecules 2025 dataset).

Structure (XYZ):
```
19
C4H12O3 (wB97M-V/def2-TZVPD)
C -0.379 1.914 -1.266
C -1.208 0.815 -1.239
C -1.493 -0.058 -0.193
C -2.127 -1.247 -0.449
H 0.183 2.289 -0.412
H -0.347 2.473 -2.206
H -1.679 0.562 -2.190
H -1.256 0.242 0.818
H -2.293 -1.912 0.387
H -2.606 -1.501 -1.390
H -0.305 1.477 2.197
H 1.155 1.022 2.269
O 0.585 1.728 1.927
H 3.279 -1.304 2.159
H 2.277 -0.867 1.134
O 2.494 -0.753 2.070
H 1.605 -2.246 -1.522
H 0.676 -1.084 -1.221
O 1.442 -1.549 -0.874
```

Summary:
LUMO (alpha / beta) (Ha): -0.2131 / -0.3130
Total charge: +1
Kohn-Sham gap (alpha / beta) (eV): 8.541 / 5.822
⟨S²⟩: 0.79
Multiplicity: 2

Löwdin atomic charge list, values in e, 2 entries: C 0.239; C -0.082


According to the calculations, the structures order from most to least stable as x), w).


w) # C3H2O4S

C3H2O4S in the gas phase (wB97M-V/def2-TZVPD, the Open Molecules 2025 dataset).

Structure (XYZ):
```
10
C3H2O4S (wB97M-V/def2-TZVPD)
O 2.219 -1.340 -0.183
C 1.479 -0.382 0.004
O 2.053 0.801 0.228
C -0.103 -0.639 -0.090
S -0.858 -2.052 0.056
C -0.980 0.627 -0.042
O -0.479 1.748 -0.164
O -2.230 0.418 0.068
H 1.310 1.414 0.215
H -2.410 -0.596 -0.093
```

Summary:
LUMO (Ha): -0.0968
SMILES: O=C(O)C(=S)C(=O)O
Kohn-Sham gap (eV): 7.918

Löwdin atomic charge list, values in e, 2 entries: O 0.080; C -0.476


x) # C3H2O4S

C3H2O4S in the gas phase (wB97M-V/def2-TZVPD, the Open Molecules 2025 dataset).

Structure (XYZ):
```
10
C3H2O4S (wB97M-V/def2-TZVPD)
O -1.948 1.744 0.028
C -1.026 0.789 0.128
O 0.208 0.980 -0.440
C 0.916 -0.151 -0.304
S 2.448 -0.354 -0.822
O 0.158 -1.070 0.292
C -1.065 -0.462 0.572
O -1.948 -1.146 1.290
H -1.683 2.513 0.549
H -2.207 -1.970 0.863
```

Summary:
LUMO (Ha): 0.0075
SMILES: Oc1oc(=S)oc1O
Kohn-Sham gap (eV): 8.844

Löwdin atomic charge list, values in e, 2 entries: O 0.148; C -0.300


According to the calculations, the structures order from most to least stable as w), x).


w) # C6H16O2

2 unconnected molecules or ions with the total composition C6H16O2 (wB97M-V/def2-TZVPD, the Open Molecules 2025 dataset).

Structure (XYZ):
```
24
C6H16O2 (wB97M-V/def2-TZVPD)
C 2.418 -1.474 -1.292
C 1.558 -0.825 -0.204
C 0.225 -0.262 -0.759
C -0.981 -0.467 0.131
C -0.842 0.296 1.445
C -2.025 0.343 2.426
O -3.311 0.133 1.817
H 1.800 -1.889 -2.089
H 3.032 -0.749 -1.822
H 3.045 -2.266 -0.901
H 2.165 -0.061 0.277
H 1.255 -1.560 0.546
H 0.368 0.824 -0.832
H 0.051 -0.578 -1.776
H -1.903 -0.187 -0.370
H -1.120 -1.529 0.377
H -0.028 -0.079 2.031
H -0.568 1.302 1.214
H -2.028 1.365 2.798
H -1.962 -0.274 3.315
H -3.241 0.548 0.951
O 0.953 2.714 -2.627
H -0.011 2.668 -2.655
H 1.150 2.008 -1.999
```

Summary:
LUMO (Ha): 0.0255
SMILES: CCCCCCO.O
Kohn-Sham gap (eV): 10.892

Löwdin atomic charge list, values in e, 2 entries: C -0.109; C -0.242


x) # C6H16O2

2 unconnected molecules or ions with the total composition C6H16O2 (wB97M-V/def2-TZVPD, the Open Molecules 2025 dataset).

Structure (XYZ):
```
24
C6H16O2 (wB97M-V/def2-TZVPD)
C -1.186 1.199 -2.078
C -0.197 1.669 -1.011
C -0.891 2.117 0.273
C 0.097 2.586 1.340
H -0.657 0.882 -2.993
H -1.878 2.017 -2.338
H -1.774 0.347 -1.699
H 0.503 0.846 -0.770
H 0.399 2.513 -1.407
H -1.592 2.939 0.032
H -1.488 1.272 0.669
H 0.686 3.438 0.961
H 0.790 1.768 1.600
H -0.432 2.903 2.255
O 1.990 -1.844 1.454
C 1.069 -2.922 1.371
C 0.081 -2.727 0.246
O 0.847 -2.699 -0.963
H 2.362 -1.738 0.554
H 1.596 -3.885 1.231
H 0.536 -2.967 2.340
H -0.658 -3.551 0.236
H -0.473 -1.779 0.389
H 0.270 -2.385 -1.691
```

Summary:
LUMO (Ha): 0.0266
SMILES: CCCC.OCCO
Kohn-Sham gap (eV): 11.066

Löwdin atomic charge list, values in e, 2 entries: C -0.129; C -0.300


y) # C6H16O2

A molecular structure, C6H16O2 (wB97M-V/def2-TZVPD, the Open Molecules 2025 dataset).

Structure (XYZ):
```
24
C6H16O2 (wB97M-V/def2-TZVPD)
C -0.616 0.568 -1.253
C -0.809 -0.912 -1.139
C -0.275 0.989 -2.680
C -1.820 1.323 -0.691
O -0.363 -1.743 -1.897
H 0.663 -3.214 -0.758
H 0.252 0.764 -0.605
H 0.292 -1.244 2.278
H -1.334 -1.227 -0.216
H 0.006 2.039 -2.709
H -2.036 1.008 0.329
H -1.621 2.393 -0.684
H -1.132 0.840 -3.334
H 0.553 0.395 -3.057
H -2.703 1.143 -1.302
C 1.200 -0.627 2.200
C 0.942 0.759 2.770
O 1.583 -0.488 0.845
H 1.729 -1.362 0.456
H 1.999 -1.122 2.770
H 0.848 -3.581 -0.044
H 1.835 1.369 2.670
H 0.132 1.242 2.229
H 0.675 0.687 3.822
```

Summary:
LUMO (Ha): 0.0329
Kohn-Sham gap (eV): 10.652

Löwdin atomic charge list, values in e, 2 entries: C -0.403; C -0.263


z) # C6H16O2

3 unconnected molecules or ions with the total composition C6H16O2 (wB97M-V/def2-TZVPD, the Open Molecules 2025 dataset).

Structure (XYZ):
```
24
C6H16O2 (wB97M-V/def2-TZVPD)
C -0.576 1.225 1.091
C -0.014 0.628 0.028
C -0.114 -0.888 -0.078
C -0.621 -1.489 1.214
C 0.384 1.352 -1.221
C 1.796 1.101 -1.783
H -1.102 0.807 1.918
H -0.479 2.308 1.160
H 0.877 -1.251 -0.349
H -0.868 -1.225 -0.772
H 0.115 -1.301 1.987
H -0.754 -2.592 1.155
H -1.580 -1.063 1.489
H 0.122 2.394 -1.141
H -0.327 1.015 -1.980
H 2.426 2.011 -1.795
H 1.730 0.632 -2.765
H 2.257 0.406 -1.086
O 2.228 -0.456 2.235
H 1.475 0.159 1.984
H 2.837 -0.513 1.485
O -2.919 -1.366 -1.041
H -3.297 -0.541 -1.393
H -3.596 -1.357 -0.343
```

Summary:
LUMO (Ha): 0.0188
SMILES: C=C(CC)CC.O.O
Kohn-Sham gap (eV): 9.961

Löwdin atomic charge list, values in e, 2 entries: C 0.039; C -0.331


According to the calculations, the structures order from most to least stable as x), w), z), y).


w) # C4H11O2P

2 unconnected molecules or ions with the total composition C4H11O2P (wB97M-V/def2-TZVPD, the Open Molecules 2025 dataset).

Structure (XYZ):
```
18
C4H11O2P (wB97M-V/def2-TZVPD)
C -0.693 -0.158 1.824
C -0.652 -1.798 -0.708
C -0.264 2.210 -0.981
C -0.616 0.344 0.402
O -0.871 -0.382 -0.716
O -0.616 1.640 0.294
P 2.469 -0.490 -0.759
H -1.089 0.643 2.496
H 0.391 -0.419 2.179
H -1.401 -0.993 1.666
H 0.438 -1.955 -0.487
H -1.025 -2.171 -1.715
H -1.307 -2.221 0.061
H 0.135 3.163 -0.589
H -1.156 2.287 -1.603
H 0.567 1.777 -1.310
H 3.348 0.218 0.030
H 2.341 -1.696 -0.082
```

Summary:
LUMO (alpha / beta) (Ha): -0.0016 / -0.0014
Kohn-Sham gap (alpha / beta) (eV): 5.821 / 5.831

Löwdin atomic charge list, values in e, 2 entries: C 0.029; C -0.068


x) # C4H11O2P

2 unconnected molecules or ions with the total composition C4H11O2P (wB97M-V/def2-TZVPD, the Open Molecules 2025 dataset).

Structure (XYZ):
```
18
C4H11O2P (wB97M-V/def2-TZVPD)
C 1.758 -1.055 0.299
C 0.550 -0.016 0.227
C 0.017 0.033 -1.170
C 1.208 1.282 0.652
O -0.539 -0.318 1.165
H 2.460 -0.674 -0.406
H 2.274 -1.100 1.293
H 1.476 -2.090 0.003
H 0.754 0.608 -1.704
H -1.012 0.501 -1.355
H -0.021 -1.034 -1.523
H 0.798 2.123 0.174
H 0.967 1.461 1.769
H 2.243 1.304 0.334
H -0.868 -1.150 1.110
O -3.746 -1.042 0.188
P -3.583 0.229 -0.516
H -4.736 0.940 -0.539
```

Summary:
LUMO (Ha): -0.0352
SMILES: CC(C)(C)O.O=P
Kohn-Sham gap (eV): 8.604

Löwdin atomic charge list, values in e, 2 entries: C -0.044; C -0.626


According to the calculations, the structures order from most to least stable as x), w).